# 1
DFT (ωB97M-V with the def2-TZVPD basis set) results for 3 unconnected molecules or ions with the total composition C24H47ClNO11S.

Each line ends with the Löwdin charge.
Positions of all 85 atoms, in Å:
C1 -5.504 -1.811 1.398  0.04
C2 -5.012 -1.854 -0.049  -0.54
O1 -5.115 -2.843 -0.708  0.12
O2 -4.434 -0.705 -0.468  -0.03
C3 -4.330 -0.613 -1.888  -0.15
C4 -4.405 0.876 -2.358  -0.15
C5 -4.339 1.891 -1.208  -0.19
C6 -2.973 1.880 -0.467  -0.21
C7 -2.592 3.250 0.152  -0.18
C8 -1.607 2.983 1.352  -0.18
C9 -0.321 3.852 1.272  -0.18
C10 0.900 3.060 0.766  -0.12
C11 0.594 2.221 -0.483  -0.25
C12 0.639 0.688 -0.361  -0.06
C13 0.316 0.279 -1.827  -0.22
C14 0.491 -1.194 -2.241  -0.13
C15 -0.751 -2.036 -1.885  -0.18
C16 -1.037 -2.139 -0.361  -0.22
C17 -1.626 -3.489 0.070  -0.24
S1 -0.407 -4.822 -0.163  0.39
O3 -0.402 -5.735 0.970  -0.35
O4 0.895 -4.210 -0.415  -0.35
Cl1 -1.029 -5.912 -1.801  0.39
C18 1.137 1.347 -2.627  -0.29
O5 2.255 0.880 -3.312  0.04
N1 1.472 2.474 -1.712  0.18
H1 -5.665 -2.812 1.783  0.09
H2 -6.389 -1.172 1.435  0.09
H3 -4.721 -1.317 1.989  0.09
H4 -3.341 -0.986 -2.183  0.09
H5 -5.096 -1.170 -2.423  0.13
H6 -3.674 1.083 -3.145  0.11
H7 -5.387 1.007 -2.830  0.11
H8 -5.151 1.793 -0.485  0.12
H9 -4.441 2.889 -1.661  0.11
H10 -2.226 1.502 -1.177  0.08
H11 -3.079 1.180 0.369  0.11
H12 -2.124 3.926 -0.567  0.10
H13 -3.510 3.664 0.574  0.12
H14 -2.156 3.242 2.263  0.11
H15 -1.356 1.922 1.436  0.10
H16 -0.088 4.177 2.294  0.11
H17 -0.504 4.777 0.715  0.11
H18 1.739 3.756 0.636  0.12
H19 1.190 2.370 1.566  0.13
H20 -0.409 2.436 -0.870  0.12
H21 1.702 0.444 -0.198  0.15
H22 0.050 0.254 0.442  0.12
H23 -0.721 0.503 -2.113  0.12
H24 0.568 -1.216 -3.336  0.12
H25 1.401 -1.653 -1.841  0.12
H26 -0.670 -3.040 -2.308  0.09
H27 -1.626 -1.558 -2.345  0.09
H28 -1.802 -1.387 -0.120  0.11
H29 -0.141 -1.876 0.203  0.10
H30 -1.824 -3.458 1.144  0.11
H31 -2.543 -3.721 -0.478  0.09
H32 0.423 1.728 -3.369  0.17
H33 2.020 0.764 -4.234  0.12
H34 1.123 3.362 -2.057  0.19
H35 2.432 2.522 -1.366  0.20
C19 -0.437 0.868 6.476  -0.04
O6 0.823 0.199 6.411  0.01
C20 1.091 -0.357 5.233  -0.63
O7 0.379 -0.333 4.260  0.10
O8 2.282 -0.944 5.314  0.02
C21 2.705 -1.555 4.098  -0.04
H36 -0.529 1.272 7.480  0.10
H37 -0.474 1.689 5.760  0.09
H38 -1.253 0.171 6.298  0.10
H39 2.803 -0.810 3.309  0.09
H40 2.010 -2.338 3.798  0.10
H41 3.679 -2.001 4.280  0.10
C22 4.527 -1.315 -2.397  -0.06
O9 5.923 -1.566 -2.509  0.02
C23 6.675 -0.684 -1.849  -0.62
O10 6.263 0.251 -1.210  0.11
O11 7.949 -1.015 -2.021  0.02
C24 8.879 -0.150 -1.365  -0.03
H42 4.013 -2.086 -2.966  0.10
H43 4.208 -1.376 -1.356  0.10
H44 4.278 -0.344 -2.816  0.07
H45 8.724 -0.166 -0.287  0.10
H46 8.795 0.866 -1.746  0.10
H47 9.873 -0.529 -1.584  0.10

The net charge is +1. Its orbital gap is 9.7 eV. The energy relative to the best compared isomer or geometry (same formula, charge and spin) is 1.069 eV.


# 2
DFT (ωB97M-V with the def2-TZVPD basis set) results for a molecular structure, C24H47IN2O5.

Each line ends with the Löwdin spin population.
Positions of all 79 atoms, in Å:
C1 -0.889 -0.106 0.184  0.00
C2 -1.915 1.110 -0.333  0.00
C3 -2.360 1.911 1.044  0.00
C4 -3.153 0.368 -1.110  0.00
C5 -4.504 1.278 -1.299  0.00
O1 -5.659 0.380 -1.164  0.00
C6 -6.415 0.611 0.075  0.00
O2 -5.946 1.104 1.223  0.00
O3 -7.855 0.190 0.053  0.00
I1 -7.737 -1.856 0.249  0.00
H1 -1.429 -0.608 1.120  0.00
H2 0.146 0.361 0.551  0.00
H3 -0.748 -0.952 -0.620  0.00
H4 -1.235 1.785 -1.044  0.00
H5 -3.385 1.547 1.482  0.00
H6 -2.391 3.077 0.793  0.00
H7 -1.524 1.721 1.847  0.00
H8 -3.381 -0.691 -0.610  0.00
H9 -2.759 0.105 -2.205  0.00
H10 -4.547 2.252 -0.654  0.00
H11 -4.500 1.642 -2.436  0.00
C7 4.478 2.798 -2.651  0.00
C8 3.132 2.657 -3.416  0.02
C9 3.289 3.235 -4.847  0.01
C10 3.353 4.760 -4.874  0.00
C11 2.168 5.375 -4.137  0.01
C12 1.966 4.816 -2.704  0.02
N1 2.026 3.318 -2.644  0.31
O4 0.806 2.825 -3.143  0.62
C13 3.029 5.418 -1.748  0.00
C14 0.618 5.391 -2.149  0.00
C15 2.939 1.108 -3.525  0.00
H12 5.186 2.008 -2.933  0.00
H13 5.000 3.732 -2.861  0.00
H14 4.333 2.715 -1.568  0.00
H15 2.449 2.912 -5.476  0.00
H16 4.194 2.833 -5.321  0.00
H17 4.294 5.115 -4.440  0.00
H18 3.352 5.104 -5.915  0.00
H19 2.297 6.463 -4.104  0.00
H20 1.264 5.194 -4.737  0.00
H21 2.981 4.945 -0.759  0.00
H22 2.864 6.492 -1.597  0.00
H23 4.049 5.334 -2.118  0.00
H24 -0.236 5.162 -2.797  0.00
H25 0.658 6.485 -2.075  0.00
H26 0.404 5.003 -1.147  0.00
H27 2.847 0.652 -2.532  0.00
H28 3.797 0.640 -4.024  0.00
H29 2.059 0.827 -4.115  0.00
C16 1.778 -5.049 3.058  0.00
C17 0.839 -3.814 2.952  0.02
C18 0.620 -3.210 4.365  0.01
C19 -0.295 -4.058 5.245  0.00
C20 -1.615 -4.356 4.541  0.01
C21 -1.443 -4.950 3.118  0.02
N2 -0.449 -4.199 2.283  0.30
O5 -1.072 -3.014 1.848  0.62
C22 -1.019 -6.439 3.216  0.00
C23 -2.860 -5.024 2.453  0.00
C24 1.673 -2.799 2.103  0.00
H30 2.831 -4.749 3.134  0.00
H31 1.594 -5.659 3.944  0.00
H32 1.698 -5.689 2.171  0.00
H33 0.186 -2.205 4.280  0.00
H34 1.584 -3.082 4.875  0.00
H35 0.200 -4.992 5.530  0.00
H36 -0.495 -3.523 6.181  0.00
H37 -2.205 -5.036 5.166  0.00
H38 -2.189 -3.419 4.485  0.00
H39 -0.775 -6.844 2.226  0.00
H40 -1.830 -7.056 3.623  0.00
H41 -0.170 -6.611 3.874  0.00
H42 -3.365 -4.051 2.427  0.00
H43 -3.524 -5.694 3.014  0.00
H44 -2.798 -5.407 1.428  0.00
H45 1.873 -3.196 1.100  0.00
H46 2.642 -2.595 2.576  0.00
H47 1.181 -1.825 1.996  0.00

Its orbital gap (spin up / spin down) is 7.7 / 8.2 eV. As for the spin multiplicity: 3. The energy relative to the best compared isomer or geometry (same formula, charge and spin) is 4.726 eV.


# 3
DFT (ωB97M-V with the def2-TZVPD basis set) results for 3 unconnected molecules or ions with the total composition C24H47IN3O10P2.

Each line ends with the Löwdin charge.
Positions of all 87 atoms, in Å:
C1 5.091 1.429 -0.996  -0.06
C2 3.733 1.368 -1.959  -0.35
C3 4.055 2.300 -3.268  -0.21
N1 5.363 1.951 -3.981  -0.04
C4 2.557 2.160 -1.070  -0.39
O1 1.606 1.429 -0.445  -0.16
O2 2.459 3.622 -0.938  -0.27
N2 3.261 -0.034 -2.259  -0.08
C5 2.133 -0.085 -3.264  -0.20
C6 1.385 -1.578 -3.348  -0.26
C7 0.239 -1.611 -2.176  -0.63
I1 0.567 -3.244 -0.724  0.61
C8 4.386 -0.988 -2.590  -0.12
C9 4.878 -1.256 -4.119  -0.01
C10 6.047 -2.314 -4.403  -0.15
N3 6.881 -3.150 -3.496  -0.03
C11 6.394 -2.872 -2.117  -0.15
C12 5.235 -1.917 -1.557  0.00
H1 5.102 2.502 -0.491  0.10
H2 4.857 0.672 -0.103  0.09
H3 6.078 1.163 -1.565  0.08
H4 3.139 2.403 -4.027  0.12
H5 4.218 3.408 -2.853  0.13
H6 5.172 1.593 -4.945  0.05
H7 6.032 2.752 -3.980  0.07
H8 2.494 0.218 -4.360  0.10
H9 1.242 0.674 -3.028  0.14
H10 2.141 -2.471 -3.324  0.09
H11 0.881 -1.612 -4.430  0.11
H12 0.198 -0.609 -1.541  0.05
H13 -0.803 -1.698 -2.717  0.06
H14 4.373 -0.675 -5.010  0.09
H15 6.313 -2.474 -5.559  0.09
H16 6.988 -3.486 -1.279  0.10
H17 4.996 -1.882 -0.404  0.10
O3 -0.411 -3.713 5.620  -0.25
P1 -1.898 -3.956 5.263  0.74
O4 -1.582 -5.157 4.157  -0.22
C13 -0.692 -6.218 4.468  -0.30
C14 -1.451 -7.436 4.954  -0.09
O5 -2.007 -2.701 4.177  -0.23
C15 -1.222 -1.535 4.357  -0.31
C16 0.029 -1.607 3.495  -0.07
O6 -3.560 -4.227 4.865  -0.21
C17 -4.234 -5.352 5.394  -0.31
C18 -4.138 -5.437 6.903  -0.09
H18 0.059 -5.931 5.207  0.10
H19 -0.159 -6.472 3.546  0.12
H20 -1.945 -7.230 5.907  0.06
H21 -0.774 -8.285 5.099  0.08
H22 -2.225 -7.726 4.237  0.08
H23 -0.975 -1.383 5.414  0.10
H24 -1.823 -0.676 4.046  0.12
H25 0.583 -2.539 3.653  0.07
H26 0.696 -0.767 3.706  0.08
H27 -0.239 -1.584 2.435  0.06
H28 -3.870 -6.260 4.914  0.09
H29 -5.286 -5.255 5.111  0.12
H30 -3.100 -5.499 7.237  0.06
H31 -4.670 -6.322 7.267  0.08
H32 -4.575 -4.548 7.369  0.08
O7 -3.772 3.993 -2.943  -0.27
P2 -3.195 5.034 -1.952  0.75
O8 -3.434 4.090 -0.603  -0.23
C19 -3.038 2.727 -0.588  -0.30
C20 -1.672 2.567 0.049  -0.08
O9 -4.595 5.925 -1.827  -0.24
C21 -5.484 6.009 -2.928  -0.32
C22 -6.615 5.006 -2.766  -0.08
O10 -2.551 6.197 -0.846  -0.21
C23 -1.247 6.025 -0.326  -0.30
C24 -0.204 5.843 -1.408  -0.08
H33 -3.036 2.281 -1.586  0.10
H34 -3.778 2.184 0.008  0.11
H35 -0.903 3.049 -0.558  0.06
H36 -1.412 1.508 0.150  0.08
H37 -1.648 3.028 1.041  0.08
H38 -4.954 5.868 -3.877  0.10
H39 -5.900 7.020 -2.946  0.11
H40 -6.242 3.993 -2.578  0.07
H41 -7.248 4.983 -3.658  0.07
H42 -7.235 5.270 -1.904  0.07
H43 -1.240 5.201 0.386  0.10
H44 -1.011 6.927 0.246  0.12
H45 -0.419 4.972 -2.031  0.07
H46 0.786 5.711 -0.961  0.08
H47 -0.178 6.715 -2.070  0.08

The net charge is -1. Its orbital gap is 4.6 eV.


Respective electronic energy values: -73013.8083 -46959.5040 -77263.5491 eV.
Respective max |F| values: 3.3 8.6 9.8 eV Å⁻¹.